Below is a structure of composition C22H15FeN5STe, with properties calculated with the ωB97M-V functional and the def2-TZVPD basis.

Geometry (Å):
Fe -0.041 0.723 -0.210
C 2.676 3.175 1.419
C 3.234 2.330 2.386
C 3.196 0.976 2.201
C 2.568 0.437 1.066
N 1.979 1.249 0.162
C 2.072 2.590 0.342
N 2.681 -0.928 0.874
C 1.853 -1.583 0.138
N 0.676 -1.150 -0.393
C 0.161 -2.109 -1.221
N -0.876 -2.039 -1.974
C -1.542 -0.842 -2.201
C -2.877 -0.932 -2.620
C -3.561 0.201 -2.973
C -2.906 1.435 -2.952
C -1.604 1.452 -2.530
N -0.923 0.354 -2.124
C 1.028 -3.320 -1.131
C 0.949 -4.550 -1.747
C 1.965 -5.464 -1.477
C 3.023 -5.135 -0.631
C 3.097 -3.881 -0.029
C 2.076 -2.994 -0.292
H 2.710 4.251 1.511
H 3.707 2.745 3.266
H 3.638 0.287 2.906
H 1.634 3.197 -0.443
H -3.332 -1.911 -2.649
H -4.596 0.136 -3.283
H -3.398 2.349 -3.250
H -1.044 2.380 -2.510
H 0.131 -4.787 -2.415
H 1.938 -6.444 -1.936
H 3.801 -5.864 -0.446
H 3.919 -3.607 0.618
Te -1.415 0.290 1.848
C -2.562 1.942 2.437
C -2.342 3.277 2.239
C -3.352 4.103 2.817
C -4.318 3.378 3.444
S -4.006 1.702 3.320
H -1.479 3.657 1.709
H -3.352 5.184 2.770
H -5.189 3.740 3.966

**Charge**: 0
**Gap between HOMO and LUMO (alpha / beta)**: 6.38 / 6.52 eV
**LUMO level (alpha / beta)**: -0.606 / -0.625 eV
**DFT total energy**: -83024.503 eV
**2S+1**: 5

Atom charges from the Mulliken analysis, given in e for atoms 1 to 2:
1 Fe 0.22
2 C -0.60